{
  "formula": "O4PS",
  "method": "ωB97M-V with the def2-TZVPD basis set",
  "total_charge": -1,
  "fmax_ha_per_bohr": 0.0410,
  "mol_weight_g_mol": 127.0,
  "e_lumo_ev": 3.8,
  "species": ["O", "S", "P", "O", "O", "O"],
  "xyz": [[2.0560, -0.0421, 0.7161], [1.1953, -0.0352, -0.4722], [-1.3173, 0.0006, -0.4848], [-2.0439, 0.0665, 0.7920], [0.2186, 1.1703, -0.3382], [-0.1087, -1.1601, -0.2129]],
  "forces_ev_per_a": [[-0.3775, -0.3154, -0.7887], [0.3446, -0.6420, 1.4065], [-0.4141, -0.0711, -0.2494], [-0.7188, 0.3346, 0.6720], [-0.3772, -0.5948, -0.4003], [1.5430, 1.2887, -0.6402]]
}